(1)
Below is C33H40BN10O3Pd as an isolated structure, with properties calculated with wB97M-V/def2-TZVPD.

```
88
Properties=species:S:1:pos:R:3:mulliken_spin:R:1
Pd -0.79813 0.13969 -0.20745 0.40
C 1.75417 -2.06588 -1.31635 0.03
C 2.10919 -0.90281 -0.45367 -0.03
C 3.37327 -0.47196 -0.04623 0.01
C 3.14509 0.62107 0.75911 0.01
N 1.81990 0.84087 0.83833 0.01
N 1.19006 -0.09504 0.08286 0.12
B 0.99678 1.82104 1.72906 -0.16
N -0.08079 1.00158 2.49010 0.04
C -0.39476 0.94238 3.79670 0.00
C -1.38052 -0.00002 3.98059 0.01
C -1.64854 -0.50995 2.70907 0.00
C -2.59794 -1.59780 2.33400 0.04
N -0.86600 0.11780 1.82215 0.02
N 0.28899 2.84482 0.82682 0.02
C 0.17362 4.18964 0.75765 0.00
C -0.69335 4.51953 -0.25039 0.02
C -1.12146 3.30540 -0.79471 -0.01
C -2.08932 3.12045 -1.91181 -0.01
N -0.51706 2.31028 -0.13710 0.26
N 1.98555 2.41680 2.79900 0.29
C 2.40452 3.73227 3.14073 0.11
C 3.27306 3.65143 4.17480 0.08
C 3.38371 2.27889 4.45869 0.19
C 4.15924 1.56415 5.46330 0.01
N 2.55765 1.55457 3.56786 0.36
H 1.97053 -1.86169 -2.36621 0.00
H 0.69564 -2.31630 -1.22688 -0.02
H 2.35060 -2.93361 -1.03523 0.00
H 4.32502 -0.91245 -0.29093 0.00
H 3.85290 1.24262 1.28037 0.00
H 0.09306 1.56809 4.52431 0.00
H -1.84162 -0.28827 4.91018 0.00
H -3.62711 -1.31944 2.56243 0.00
H -2.38132 -2.49254 2.91915 0.00
H -2.53232 -1.84108 1.27309 -0.01
H 0.69766 4.85874 1.41130 0.00
H -0.98532 5.50840 -0.56137 0.00
H -2.16737 4.04515 -2.47914 0.00
H -3.08540 2.88806 -1.53070 0.00
H -1.77797 2.33083 -2.59188 0.01
H 2.05656 4.60024 2.61440 -0.04
H 3.77639 4.46531 4.67123 0.00
H 4.83997 2.21819 6.00023 0.00
H 4.70087 0.73133 5.00275 0.03
H 3.46997 1.09641 6.18157 0.05
O 4.24379 1.01928 -6.23749 -0.01
C 2.93015 0.98677 -6.29842 -0.01
O 2.29776 1.34014 -7.25606 0.20
C 2.06589 0.60317 -5.14172 0.25
C 0.97963 -0.27356 -5.40787 0.07
C 0.05327 -0.53970 -4.44901 0.09
C 0.13374 0.09375 -3.16652 0.16
C 1.24949 0.96301 -2.90428 0.10
C 2.16906 1.22563 -3.87427 0.01
N -0.84210 -0.02984 -2.24123 0.29
C -2.14779 -0.33683 -2.66215 0.35
C -3.17820 -0.10689 -1.75544 0.12
C -4.54841 -0.15654 -2.08494 0.17
C -5.48134 0.24363 -1.15660 -0.01
C -5.05466 0.69352 0.09789 0.14
C -3.70546 0.68508 0.39247 0.03
N -2.79154 0.27057 -0.49175 0.11
H 4.60971 0.62859 -5.43216 0.00
H 0.90222 -0.71842 -6.39175 0.00
H -0.74433 -1.23337 -4.66957 0.01
H 1.29507 1.47322 -1.95181 0.03
H 2.95761 1.94610 -3.69377 0.00
H -2.35843 -0.55186 -3.69800 0.00
H -4.84321 -0.47731 -3.07517 0.00
H -6.53503 0.23280 -1.40267 0.00
H -5.75917 1.04471 0.83848 0.00
H -3.33649 1.02672 1.34990 0.01
C 0.97630 -3.67219 2.40300 0.01
C 0.15792 -4.73647 1.73271 0.03
O -0.63502 -4.18766 0.68427 0.74
C -1.38669 -5.07597 -0.14046 0.04
C -2.25718 -4.32062 -1.10086 0.01
H 1.49352 -4.12057 3.25101 0.00
H 0.34439 -2.86546 2.77573 0.00
H 1.72590 -3.26628 1.72388 0.00
H -0.55876 -5.23827 2.40977 0.06
H 0.74313 -5.56159 1.29489 0.05
H -1.93466 -5.75450 0.53366 0.04
H -0.63784 -5.72218 -0.63451 0.05
H -3.00426 -3.72826 -0.57272 0.00
H -2.78264 -5.04161 -1.72717 0.00
H -1.66294 -3.67784 -1.75112 0.01
```

Computed properties:
electronic energy	-60028.3629	eV
net charge	+4
LUMO level (spin up / spin down)	-11.107 / -14.855	eV
energy above the lowest of the compared OMol25 structures with the same formula, charge and spin	22.3	kcal/mol
2S+1	6
F_max	0.37	eV/Å
HOMO (spin up / spin down)	-0.630 / -0.695	Eh
<S²>	8.81
orbital gap (spin up / spin down)	6.027 / 4.068	eV

***

(2)
Below is a 6-piece molecular cluster, C18H24O18 overall at a distorted geometry, with properties calculated with wB97M-V/def2-TZVPD.

```
60
Properties=species:S:1:pos:R:3:lowdin_charge:R:1
C 9.54652 -0.65250 16.56488 -0.05
C 10.98449 -0.31445 16.94469 -0.04
O 10.85438 -0.15026 18.39029 0.07
C 9.57836 -0.02701 18.77326 -0.58
O 9.22258 0.20323 19.87506 0.15
O 8.76334 -0.20406 17.73785 0.06
H 9.42824 -1.72052 16.36957 0.13
H 9.20399 -0.08498 15.78434 0.10
H 11.18730 0.67646 16.54354 0.13
H 11.79901 -1.01639 16.77782 0.14
C 8.41175 -0.07514 22.74983 -0.08
C 8.40327 1.47639 22.55365 -0.04
O 6.98355 1.82592 22.90818 0.06
C 6.22596 0.74348 22.65851 -0.56
O 5.03700 0.75096 22.52190 0.13
O 6.99123 -0.40696 22.67971 0.02
H 8.79760 -0.38144 23.74937 0.14
H 8.91355 -0.46796 21.87655 0.09
H 8.58740 1.68519 21.51368 0.10
H 9.06935 2.02873 23.16351 0.11
C 6.83972 -3.96119 13.40209 -0.10
C 8.05717 -4.33155 14.27478 -0.11
O 8.80068 -3.13557 14.29819 0.01
C 8.36216 -2.16831 13.47258 -0.56
O 8.94597 -1.17015 13.14873 0.15
O 7.25730 -2.68556 12.89050 0.05
H 5.92829 -3.94117 13.95553 0.11
H 6.64473 -4.64479 12.55725 0.13
H 8.66240 -5.14950 13.82593 0.14
H 7.75209 -4.57125 15.31880 0.14
C 8.33072 2.08615 12.81581 -0.11
C 7.56007 3.12109 13.56377 -0.09
O 8.58853 4.09579 13.96794 0.05
C 9.82178 3.59090 13.82004 -0.57
O 10.82937 4.17354 13.96523 0.17
O 9.72891 2.29947 13.26331 0.02
H 8.29204 2.13137 11.72531 0.13
H 8.05746 1.06220 13.08203 0.10
H 7.09768 2.72979 14.47271 0.13
H 6.80447 3.64230 12.95899 0.13
C 5.72212 -0.99053 19.05844 -0.08
C 5.80039 0.33672 18.30813 -0.10
O 6.09341 -0.00298 16.94775 0.07
C 6.55557 -1.27706 16.93222 -0.57
O 7.06942 -1.77071 15.99561 0.17
O 6.37577 -1.85350 18.13931 0.07
H 4.69964 -1.29402 19.27803 0.11
H 6.33863 -0.92889 19.99039 0.14
H 6.58586 0.95494 18.70485 0.11
H 4.88061 0.87921 18.35290 0.12
C 2.43627 -1.22873 21.42875 -0.11
C 2.89487 -2.14618 22.52968 -0.11
O 2.71893 -3.46133 21.96946 0.05
C 2.78146 -3.36450 20.60808 -0.51
O 2.83123 -4.30048 19.84680 0.15
O 2.72757 -2.01979 20.25537 0.00
H 3.10909 -0.39205 21.40800 0.10
H 1.36132 -0.96188 21.43686 0.14
H 2.37429 -2.08617 23.48156 0.13
H 3.95279 -1.92062 22.70904 0.13
```

Computed properties:
SMILES	O=C1OCCO1.O=C1OCCO1.O=C1OCCO1.O=C1OCCO1.O=C1OCCO1.O=C1OCCO1
electronic energy	-55910.1147	eV
net charge	0
LUMO level	0.429	eV
energy above the lowest of the compared OMol25 structures with the same formula, charge and spin	8.4	kcal/mol
F_max	3.21	eV/Å
HOMO	-0.399	Eh
orbital gap	11.282	eV

***

The highest electronic energy belongs to which entry? C18H24O18